i.
{"formula": "C6H10N2O", "method": "wB97M-V/def2-TZVPD", "charge": 0, "lumo_energy_ha": 0.0173, "smiles": "[H]/N=C(\\C)C(=O)/C=C(\\C)N", "spin_multiplicity": 1, "homo_energy_ev": -8.2, "gap_ha": 0.3190, "symbols": ["H", "N", "C", "C", "C", "O", "C", "C", "C", "N", "H", "H", "H", "H", "H", "H", "H", "H", "H"], "positions_angstrom": [[-0.0572, 2.8708, 0.2319], [0.1416, 2.0336, -0.3270], [0.7549, 1.1406, 0.3749], [1.1209, 1.3318, 1.8171], [1.4684, -0.0943, -0.3659], [2.6073, -0.3783, -0.0565], [0.6095, -0.7500, -1.3248], [-0.6925, -0.9889, -0.9679], [-1.1160, -1.4398, 0.4088], [-1.6764, -1.0135, -1.9276], [0.9301, 0.4125, 2.3766], [0.5483, 2.1539, 2.2566], [2.1834, 1.5708, 1.9016], [0.9652, -0.8095, -2.3470], [-0.2697, -1.5563, 1.0901], [-1.6188, -2.4115, 0.3391], [-1.8136, -0.7237, 0.8533], [-2.6209, -0.8801, -1.5744], [-1.4645, -0.4682, -2.7590]]}



ii.
{"formula": "C6H10N2O", "method": "wB97M-V/def2-TZVPD", "charge": 0, "lumo_energy_ha": -0.0029, "spin_multiplicity": 1, "homo_energy_ev": -6.4, "gap_ha": 0.2314, "symbols": ["C", "C", "C", "C", "C", "C", "H", "H", "H", "H", "H", "H", "H", "H", "H", "H", "N", "N", "O"], "positions_angstrom": [[-0.0320, 0.2359, -0.6643], [1.3679, 0.7140, -0.9755], [1.0889, -0.0375, 1.4086], [-0.9299, -1.2733, 0.7720], [-1.1125, -0.4429, -1.3064], [0.5646, -0.8943, 0.3397], [-0.6890, 0.8089, 1.4230], [-1.8063, 1.1905, -0.4218], [1.3670, 1.6497, -1.4575], [2.0820, 0.0359, -1.3149], [2.5804, 1.8397, 0.8452], [1.3794, -0.3231, 2.4254], [-1.2256, -1.5169, 1.7995], [-1.8481, 0.3320, -1.8647], [-0.7984, -1.2184, -2.0391], [1.0809, -1.5735, -0.5273], [-0.6657, 1.2354, -0.0036], [1.7734, 0.9992, 0.5083], [-1.9448, -0.8348, 0.0194]]}



iii.
{"formula": "C6H10N2O", "method": "wB97M-V/def2-TZVPD", "charge": 0, "lumo_energy_ha": [0.0142, 0.0013], "spin_multiplicity": 1, "homo_energy_ev": [-7.8, -7.0], "gap_ha": [0.3017, 0.2587], "symbols": ["C", "N", "C", "C", "C", "C", "C", "O", "N", "H", "H", "H", "H", "H", "H", "H", "H", "H", "H"], "positions_angstrom": [[-0.1999, 1.3964, -1.2800], [-0.2878, 0.2010, -0.4408], [0.7141, -0.2740, 0.1768], [-1.2951, 0.5488, 1.2838], [1.1901, -2.0609, -2.0351], [1.4116, -0.8217, 1.1406], [-1.3406, 1.6858, 1.9477], [-1.9869, -0.5703, 1.4826], [1.4256, -0.8728, -1.7509], [-1.8353, -1.1646, 0.7307], [-1.0864, 2.0006, -1.0864], [0.6953, 1.9900, -1.0898], [-0.2126, 1.0661, -2.3162], [0.6205, -2.7095, -1.3389], [1.6237, -2.5449, -2.9246], [2.1376, -1.5837, 0.8988], [1.1906, -0.6414, 2.1805], [-2.1399, 1.8830, 2.6567], [-0.6247, 2.4720, 1.7645]]}



Stability summary: most stable i, least stable ii.



i.
{"formula": "C6H10N2O", "method": "wB97M-V/def2-TZVPD", "charge": 0, "lumo_energy_ha": [-0.0344, -0.0454], "spin_multiplicity": 1, "homo_energy_ev": [-9.0, -8.3], "gap_ha": [0.2953, 0.2613], "symbols": ["C", "C", "C", "C", "C", "C", "O", "N", "N", "H", "H", "H", "H", "H", "H", "H", "H", "H", "H"], "positions_angstrom": [[-0.8561, 1.0128, 1.2686], [0.9990, -1.5813, -1.1715], [-0.7313, 0.2803, -0.0958], [0.9030, -0.4056, -0.2254], [-0.3573, 1.3207, -1.1639], [1.7699, -0.3122, 0.8095], [-2.0744, 1.7029, 1.3561], [0.8343, 1.0549, -1.3761], [-1.7098, -0.5414, -0.4762], [-2.7771, 1.0868, 1.1050], [-1.5823, -1.4675, -0.0642], [-0.7474, 0.2297, 2.0316], [-0.0671, 1.7518, 1.3980], [-0.9989, 2.0692, -1.6173], [1.9958, -1.6218, -1.6102], [0.8172, -2.5219, -0.6471], [0.2829, -1.5024, -1.9868], [1.7736, 0.5171, 1.5014], [2.5260, -1.0722, 0.9644]]}



ii.
{"formula": "C6H10N2O", "method": "wB97M-V/def2-TZVPD", "charge": 0, "lumo_energy_ha": -0.0062, "smiles": "CNC(C)(C)C(=O)C#N", "spin_multiplicity": 1, "homo_energy_ev": -8.8, "gap_ha": 0.3159, "symbols": ["C", "N", "C", "C", "C", "C", "O", "C", "N", "H", "H", "H", "H", "H", "H", "H", "H", "H", "H"], "positions_angstrom": [[-0.0640, -2.0116, 1.1902], [0.5695, -0.7845, 0.7450], [-0.1281, 0.2413, -0.0707], [0.8018, 0.7803, -1.3524], [-0.4306, 1.4381, 0.7327], [-1.3961, -0.5089, -0.5805], [-1.5691, -1.3563, -1.3720], [-2.6704, 0.2111, -0.0806], [-3.5670, 0.7142, 0.4349], [-1.2198, -1.8530, 1.2783], [0.1901, -2.4820, 2.1352], [0.3865, -2.5757, 0.3862], [1.5765, -0.8288, 0.4526], [0.6444, 0.0544, -2.1438], [1.8959, 0.8179, -1.0630], [0.5664, 1.7277, -1.8462], [-1.0121, 1.2890, 1.6693], [-0.8728, 2.2193, 0.0429], [0.5847, 1.8209, 0.9825]]}



Stability summary: most stable ii, least stable i.



i.
{"formula": "C6H10N2O", "method": "wB97M-V/def2-TZVPD", "charge": 0, "lumo_energy_ha": 0.0217, "smiles": "CC(C)(O)/C=C(\\N)C#N", "spin_multiplicity": 1, "homo_energy_ev": -8.8, "gap_ha": 0.3458, "symbols": ["C", "C", "C", "O", "C", "C", "N", "C", "N", "H", "H", "H", "H", "H", "H", "H", "H", "H", "H"], "positions_angstrom": [[-0.7672, -1.5016, -0.6755], [0.3979, -0.6042, -0.2360], [1.5253, -1.4569, 0.3511], [0.8649, 0.1403, -1.3476], [-0.0603, 0.4133, 0.8735], [-0.8631, 1.4343, 0.5326], [-1.1039, 2.0189, -0.6800], [-0.8238, 2.3221, 1.7274], [-0.9257, 3.1094, 2.5577], [-1.5499, -0.9011, -1.1327], [-1.1807, -2.0244, 0.1820], [-0.4261, -2.2313, -1.4107], [1.1778, -2.0045, 1.2226], [1.8740, -2.1775, -0.3893], [2.3641, -0.8243, 0.6337], [1.3524, -0.4417, -1.9416], [0.0270, 0.0362, 1.8785], [-0.5027, 1.7061, -1.4305], [-1.3802, 2.9869, -0.7152]]}



ii.
{"formula": "C6H10N2O", "method": "wB97M-V/def2-TZVPD", "charge": 0, "lumo_energy_ha": 0.0313, "spin_multiplicity": 1, "homo_energy_ev": -8.8, "gap_ha": 0.3564, "symbols": ["C", "C", "C", "C", "C", "C", "H", "H", "H", "H", "H", "H", "H", "H", "H", "H", "N", "N", "O"], "positions_angstrom": [[1.5894, 1.0791, 1.1273], [0.4644, -0.5904, -0.4868], [-0.4844, 0.0367, -1.3790], [-0.9013, 0.7306, -0.2136], [-1.3007, -0.4312, 0.8519], [-0.3090, -1.3608, 0.6551], [1.7324, 0.1328, 1.8707], [1.1386, 2.0271, 1.5768], [2.6168, 1.3200, 0.6395], [1.4729, -1.2879, -0.6806], [-1.2244, -0.3703, -1.9090], [0.7490, 1.1242, -2.1105], [-1.2952, 1.7350, -0.1317], [-1.8365, 0.0351, 1.7631], [-1.7881, -2.0417, -0.7444], [0.3657, -1.9187, 1.3823], [0.7365, 0.8002, -0.0099], [-1.6627, -1.8618, 0.3411], [-0.0634, 0.8422, -2.5424]]}



Stability summary: most stable i, least stable ii.